Below is a single C4H9NO2 molecule in a non-equilibrium geometry, with properties calculated with ωB97M-V/def2-TZVPD.

Calculated values
**LUMO energy**: 0.57 eV
**E**: -362.98417 Ha
**2S+1**: 1
**Relative energy (zero: lowest compared OMol25 entry of this formula, charge and spin)**: 266.1 kJ/mol

Structure (XYZ):
```
16
Properties=species:S:1:pos:R:3:forces:R:3
C -0.4728 0.9849 0.1496 0.88 2.29 0.35
C -0.0177 1.6155 1.4996 1.24 -1.41 2.39
O 0.5100 2.8722 1.3648 -1.61 3.08 -1.21
C 0.0591 -0.4146 -0.0349 4.07 -0.76 0.54
N -0.4522 -1.1095 -1.1406 -0.01 1.47 -1.47
C -0.1495 -2.5292 -1.3203 -0.31 0.13 -2.30
O 1.1051 -0.7816 0.6160 -4.27 0.41 -1.94
H 0.1104 1.6384 -0.6602 -1.54 -1.27 1.48
H -1.5528 1.1766 0.1375 0.24 -0.63 -0.93
H -0.7687 1.7596 2.3978 0.78 -1.09 -2.15
H 0.8731 1.0445 1.8609 -1.35 -0.52 0.03
H 1.4299 2.9509 1.4713 1.59 -0.38 0.19
H -0.3286 -0.5227 -2.0800 -0.82 -1.57 2.96
H -0.0687 -3.0330 -0.3785 0.75 -0.03 0.44
H 0.7124 -2.5721 -2.0349 -0.27 -0.70 1.13
H -0.9890 -3.0799 -1.8481 0.64 0.99 0.49
```
Positions in Å, forces in eV/Å.